A structure of composition C50H88As2BCrO7PSi. Source: OMol25; level of theory: wB97M-V/def2-TZVPD.

Each line ends with the Löwdin spin population.
Element x y z (Å)
1 Cr -0.827 -0.116 0.869  3.75
2 C 0.157 -0.507 4.933  0.00
3 As -1.153 -0.814 3.512  0.01
4 C -2.715 0.045 4.284  0.00
5 C -1.620 -2.683 3.880  0.00
6 C -1.700 -3.099 5.208  0.00
7 C -2.063 -4.397 5.532  0.00
8 C -2.365 -5.293 4.517  0.00
9 C -2.299 -4.885 3.194  0.00
10 C -1.926 -3.585 2.855  0.00
11 As -1.791 -3.011 0.981  0.03
12 C -2.163 -4.701 0.055  0.01
13 C -3.590 -2.246 0.809  0.00
14 H -0.340 -0.414 5.899  0.00
15 H 0.697 0.415 4.727  0.00
16 H 0.864 -1.334 4.965  0.00
17 H -2.920 -0.364 5.274  0.00
18 H -3.563 -0.104 3.620  0.00
19 H -2.537 1.117 4.339  0.00
20 H -1.475 -2.403 6.008  0.00
21 H -2.114 -4.704 6.569  0.00
22 H -2.656 -6.308 4.755  0.00
23 H -2.548 -5.597 2.417  0.00
24 H -3.172 -5.058 0.261  0.00
25 H -1.437 -5.462 0.336  0.00
26 H -2.066 -4.508 -1.013  0.00
27 H -4.323 -2.901 1.279  0.00
28 H -3.801 -2.137 -0.256  0.00
29 H -3.611 -1.255 1.261  0.00
30 C 1.329 1.017 -7.367  0.00
31 C 1.490 -0.439 -6.909  0.00
32 C 1.096 -1.348 -8.074  0.00
33 C 2.965 -0.702 -6.569  0.00
34 C 0.644 -0.692 -5.660  0.00
35 C -0.285 -1.726 -5.582  0.00
36 C -1.028 -1.986 -4.425  0.00
37 C -0.805 -1.173 -3.340  0.00
38 O -1.340 -1.223 -2.084  0.00
39 B -0.725 -0.196 -1.306  0.01
40 O 0.163 0.491 -2.193  0.00
41 C 0.109 -0.134 -3.407  0.00
42 C 0.840 0.130 -4.540  0.00
43 H 1.907 1.190 -8.278  0.00
44 H 1.682 1.722 -6.613  0.00
45 H 0.283 1.245 -7.576  0.00
46 H 1.706 -1.104 -8.947  0.00
47 H 0.048 -1.217 -8.350  0.00
48 H 1.261 -2.401 -7.840  0.00
49 H 3.597 -0.517 -7.441  0.00
50 H 3.109 -1.738 -6.254  0.00
51 H 3.306 -0.054 -5.760  0.00
52 H -0.449 -2.363 -6.439  0.00
53 H -1.743 -2.797 -4.385  0.00
54 H 1.551 0.947 -4.548  0.00
55 C -4.087 0.953 -1.790  0.00
56 C -4.918 1.897 -0.929  0.00
57 C -5.743 2.838 -1.798  0.00
58 C -5.832 1.108 0.003  0.00
59 O -4.037 2.734 -0.177  0.00
60 Si -3.132 2.373 1.157  0.01
61 O -2.405 0.968 1.064  0.07
62 O -4.084 2.360 2.500  0.00
63 C -4.725 3.423 3.208  0.00
64 C -3.719 4.066 4.159  0.00
65 C -5.295 4.466 2.252  0.00
66 C -5.852 2.768 4.000  0.00
67 O -2.134 3.671 1.343  0.00
68 C -1.328 4.374 0.392  0.00
69 C -0.681 3.412 -0.596  0.01
70 C -0.255 5.078 1.211  0.00
71 C -2.198 5.394 -0.336  0.00
72 H -4.731 0.293 -2.377  0.00
73 H -3.440 0.344 -1.159  0.00
74 H -3.460 1.522 -2.481  0.00
75 H -6.441 2.278 -2.424  0.00
76 H -5.085 3.421 -2.445  0.00
77 H -6.310 3.528 -1.171  0.00
78 H -6.528 0.501 -0.579  0.00
79 H -6.406 1.782 0.641  0.00
80 H -5.252 0.445 0.645  0.00
81 H -2.875 4.467 3.599  0.00
82 H -3.347 3.323 4.869  0.00
83 H -4.187 4.874 4.725  0.00
84 H -4.502 4.937 1.671  0.00
85 H -5.820 5.241 2.815  0.00
86 H -5.999 4.005 1.557  0.00
87 H -5.446 1.992 4.650  0.00
88 H -6.570 2.306 3.320  0.00
89 H -6.375 3.502 4.616  0.00
90 H -0.117 2.642 -0.067  0.01
91 H 0.004 3.947 -1.258  0.00
92 H -1.433 2.914 -1.210  0.00
93 H 0.328 4.341 1.764  0.00
94 H -0.717 5.759 1.928  0.00
95 H 0.418 5.649 0.567  0.00
96 H -3.017 4.888 -0.848  0.00
97 H -1.608 5.946 -1.072  0.00
98 H -2.615 6.110 0.376  0.00
99 O 1.023 -0.987 1.027  0.05
100 P 2.367 -1.037 0.330  0.01
101 C 3.500 -1.811 1.534  0.00
102 C 3.257 -1.245 2.964  0.00
103 C 4.486 -0.533 3.515  0.00
104 C 5.677 -1.490 3.622  0.00
105 C 5.740 -2.454 2.422  0.00
106 C 4.998 -1.888 1.214  0.00
107 C 2.873 0.613 -0.215  0.00
108 C 2.655 1.675 0.875  0.01
109 C 3.150 3.021 0.357  0.00
110 C 4.673 3.014 0.118  0.00
111 C 5.221 1.593 -0.037  0.00
112 C 4.281 0.719 -0.860  0.00
113 C 2.074 -2.049 -1.173  0.00
114 C 1.851 -3.536 -0.854  0.00
115 C 3.129 -4.368 -0.920  0.00
116 C 3.859 -4.172 -2.247  0.00
117 C 4.166 -2.698 -2.502  0.00
118 C 2.890 -1.867 -2.457  0.00
119 H 3.115 -2.838 1.533  0.00
120 H 3.011 -2.080 3.626  0.00
121 H 2.381 -0.596 2.976  0.00
122 H 4.258 -0.101 4.491  0.00
123 H 4.742 0.311 2.868  0.00
124 H 5.600 -2.063 4.548  0.00
125 H 6.602 -0.915 3.693  0.00
126 H 5.288 -3.416 2.684  0.00
127 H 6.777 -2.667 2.159  0.00
128 H 5.167 -2.521 0.343  0.00
129 H 5.405 -0.906 0.967  0.00
130 H 2.122 0.812 -0.987  0.00
131 H 3.178 1.414 1.800  0.00
132 H 1.592 1.728 1.122  0.01
133 H 2.878 3.817 1.051  0.00
134 H 2.619 3.238 -0.575  0.00
135 H 5.187 3.509 0.944  0.00
136 H 4.906 3.595 -0.778  0.00
137 H 5.364 1.149 0.952  0.00
138 H 6.209 1.615 -0.502  0.00
139 H 4.727 -0.264 -1.025  0.00
140 H 4.175 1.163 -1.854  0.00
141 H 1.083 -1.629 -1.384  0.00
142 H 1.151 -3.920 -1.605  0.00
143 H 1.345 -3.646 0.109  0.00
144 H 2.882 -5.423 -0.777  0.00
145 H 3.801 -4.102 -0.098  0.00
146 H 3.228 -4.546 -3.061  0.00
147 H 4.777 -4.765 -2.267  0.00
148 H 4.649 -2.574 -3.474  0.00
149 H 4.883 -2.338 -1.757  0.00
150 H 2.241 -2.194 -3.278  0.00
151 H 3.087 -0.811 -2.650  0.00

Output
- Strongest force on any atom: 0.00739 hartree/bohr
- Highest occupied orbital energy (alpha / beta): -6.95 / -7.71 eV
- Charge: 0
- Kohn-Sham gap (alpha / beta): 0.2711 / 0.2990 Eh
- Spin multiplicity: 5

A cluster of 9 separate species, C51H109Br2N10O2 in total at a distorted geometry. Source: OMol25; level of theory: wB97M-V/def2-TZVPD.

Each line ends with the Löwdin charge.
Element x y z (Å)
1 C -20.322 6.758 8.451  -0.08
2 O -20.600 6.408 9.788  -0.19
3 C -20.689 7.513 10.601  -0.27
4 C -20.601 6.984 12.004  -0.12
5 N -19.206 6.438 12.208  0.05
6 H -19.000 5.947 11.312  0.18
7 H -18.550 7.231 12.300  0.00
8 C -19.149 5.496 13.387  -0.11
9 C -19.593 6.166 14.678  -0.23
10 O -18.691 7.239 14.870  -0.20
11 C -19.069 8.010 16.004  -0.10
12 H -19.636 7.560 8.335  0.08
13 H -21.234 6.962 7.876  0.09
14 H -19.856 5.852 8.021  0.10
15 H -21.619 8.108 10.475  0.14
16 H -19.839 8.194 10.386  0.06
17 H -21.362 6.210 12.183  0.09
18 H -20.615 7.801 12.708  0.13
19 H -18.126 5.125 13.415  0.14
20 H -19.877 4.702 13.121  0.02
21 H -19.505 5.434 15.511  0.14
22 H -20.621 6.492 14.651  0.11
23 H -20.134 8.348 15.922  0.10
24 H -18.354 8.842 16.107  0.10
25 H -19.020 7.474 16.952  0.08
26 C -16.895 0.612 7.581  -0.05
27 C -18.061 -0.250 7.050  -0.14
28 N -19.038 -0.537 8.089  -0.06
29 C -19.686 0.346 8.884  0.01
30 C -20.501 -0.400 9.644  -0.01
31 N -20.291 -1.714 9.356  -0.07
32 C -19.435 -1.776 8.340  -0.01
33 C -20.955 -2.980 9.813  0.06
34 H -17.236 1.540 7.950  0.05
35 H -16.166 0.891 6.786  0.11
36 H -16.372 0.108 8.402  0.09
37 H -17.731 -1.214 6.681  0.12
38 H -18.464 0.269 6.189  0.13
39 H -19.482 1.387 8.903  0.14
40 H -21.195 -0.166 10.419  0.13
41 H -18.895 -2.660 7.916  0.20
42 H -20.963 -3.030 10.899  0.10
43 H -20.317 -3.791 9.476  0.10
44 H -21.916 -2.978 9.405  0.08
45 C -16.676 12.048 7.239  -0.07
46 C -15.862 12.359 8.520  -0.11
47 N -16.593 13.293 9.453  0.00
48 C -16.351 13.637 10.796  0.01
49 C -17.146 14.652 11.122  -0.02
50 N -17.920 14.928 10.048  -0.07
51 C -17.528 14.118 9.085  -0.07
52 C -19.108 15.783 9.992  0.03
53 H -16.132 11.328 6.661  0.08
54 H -17.056 12.893 6.655  0.07
55 H -17.650 11.517 7.454  0.10
56 H -14.883 12.713 8.340  0.11
57 H -15.799 11.394 9.069  0.11
58 H -15.668 12.982 11.340  0.15
59 H -17.232 15.245 12.012  0.14
60 H -18.035 14.174 8.113  0.17
61 H -19.735 15.713 10.898  0.12
62 H -19.790 15.431 9.212  0.10
63 H -18.921 16.772 9.690  0.09
64 C -24.309 1.610 15.210  -0.10
65 C -23.977 0.135 15.633  -0.13
66 N -22.662 0.018 16.303  -0.04
67 C -21.465 0.462 15.758  0.03
68 C -20.535 0.236 16.726  -0.01
69 N -21.155 -0.309 17.801  -0.09
70 C -22.426 -0.459 17.528  -0.02
71 C -20.538 -0.761 19.043  0.03
72 H -23.542 1.955 14.506  -0.08
73 H -24.199 2.348 16.023  0.07
74 H -25.296 1.736 14.790  0.07
75 H -23.983 -0.465 14.705  0.13
76 H -24.747 -0.174 16.341  0.12
77 H -21.543 0.908 14.790  0.09
78 H -19.482 0.473 16.706  0.14
79 H -23.143 -0.760 18.263  0.17
80 H -21.297 -1.101 19.729  0.10
81 H -20.052 0.092 19.582  0.13
82 H -19.855 -1.576 18.861  0.11
83 C -28.260 8.122 5.921  -0.08
84 C -27.274 8.036 7.113  -0.22
85 C -26.627 6.593 7.262  -0.15
86 C -27.807 5.625 7.492  -0.11
87 N -27.524 4.265 8.112  -0.29
88 C -26.614 3.479 7.196  -0.09
89 C -27.555 3.055 6.067  -0.11
90 C -28.948 2.959 6.736  -0.11
91 C -28.720 3.424 8.155  -0.12
92 C -26.854 4.410 9.458  0.04
93 H -28.474 9.122 5.540  0.09
94 H -29.284 7.741 6.143  0.09
95 H -27.825 7.496 5.192  0.06
96 H -27.728 8.330 8.079  0.09
97 H -26.410 8.688 6.966  0.11
98 H -25.803 6.530 7.999  0.12
99 H -26.282 6.394 6.292  0.09
100 H -28.352 5.400 6.605  0.11
101 H -28.530 6.128 8.199  0.15
102 H -26.152 2.634 7.715  0.15
103 H -25.801 4.119 6.909  0.12
104 H -27.181 2.138 5.647  0.12
105 H -27.595 3.796 5.271  0.12
106 H -29.307 1.949 6.646  0.12
107 H -29.662 3.605 6.233  0.12
108 H -28.487 2.635 8.866  0.14
109 H -29.540 4.015 8.518  0.14
110 H -25.866 4.812 9.251  0.10
111 H -26.718 3.417 9.892  0.11
112 H -27.478 5.038 10.057  0.09
113 C -29.258 8.016 10.945  -0.12
114 C -29.244 7.033 12.127  -0.25
115 C -28.105 7.482 13.087  -0.17
116 C -28.274 6.806 14.501  -0.11
117 N -27.359 7.212 15.625  -0.25
118 C -25.908 7.334 15.282  -0.14
119 C -25.189 6.995 16.551  -0.14
120 C -26.080 5.841 17.095  -0.13
121 C -27.509 6.294 16.854  -0.09
122 C -27.802 8.604 16.213  0.05
123 H -29.559 9.006 11.338  0.09
124 H -30.001 7.831 10.129  0.09
125 H -28.238 8.133 10.558  0.06
126 H -29.069 5.971 11.749  0.12
127 H -30.173 7.096 12.652  0.10
128 H -28.193 8.560 13.219  0.11
129 H -27.165 7.210 12.612  0.11
130 H -28.146 5.709 14.450  0.14
131 H -29.318 7.018 14.812  0.15
132 H -25.489 8.205 14.800  0.15
133 H -25.781 6.481 14.587  0.14
134 H -25.193 7.852 17.211  0.11
135 H -24.153 6.659 16.383  0.13
136 H -26.001 5.677 18.172  0.13
137 H -25.877 4.870 16.597  0.12
138 H -27.878 6.899 17.681  0.13
139 H -28.296 5.534 16.626  0.15
140 H -28.791 8.542 16.611  0.10
141 H -27.861 9.389 15.411  0.12
142 H -26.993 8.895 16.944  0.12
143 C -14.070 7.257 15.533  -0.09
144 C -13.202 8.531 15.684  -0.25
145 C -12.586 8.542 17.090  -0.19
146 C -11.423 9.586 17.296  -0.09
147 N -10.996 9.906 18.715  -0.30
148 C -9.999 11.029 18.740  -0.13
149 C -9.253 10.925 20.026  -0.14
150 C -9.361 9.438 20.484  -0.07
151 C -10.229 8.785 19.300  -0.08
152 C -12.151 10.262 19.600  0.06
153 H -13.445 6.486 15.957  0.06
154 H -14.327 7.120 14.482  0.07
155 H -15.033 7.297 16.108  0.08
156 H -13.749 9.465 15.627  0.11
157 H -12.427 8.494 14.890  0.12
158 H -12.130 7.554 17.327  0.12
159 H -13.438 8.707 17.800  0.12
160 H -11.760 10.503 16.844  0.13
161 H -10.524 9.246 16.846  0.12
162 H -10.562 11.939 18.661  0.14
163 H -9.337 10.950 17.881  0.15
164 H -9.685 11.668 20.705  0.12
165 H -8.212 11.206 19.792  0.13
166 H -9.893 9.432 21.448  0.12
167 H -8.433 8.906 20.659  0.12
168 H -10.989 8.113 19.672  0.13
169 H -9.674 8.309 18.533  0.13
170 H -12.781 9.339 19.655  0.12
171 H -12.618 10.993 19.050  0.09
172 H -11.780 10.581 20.541  0.10
173 Br -22.146 3.285 12.727  -0.45
174 Br -17.230 9.140 11.317  -0.52

Output
- Strongest force on any atom: 0.08069 hartree/bohr
- Highest occupied orbital energy: -14.54 eV
- Charge: +5
- Kohn-Sham gap: 0.2535 Eh